Entry 1:
A structure of composition C56H61N4O2PS6TeY, computed with ωB97M-V/def2-TZVPD.

Properties
Electronic energy, a.u.: -5577.0109
⟨S²⟩: 0.759
Lowest unoccupied orbital energy (spin up / spin down), eV: 0.27 / -0.93
M, g mol⁻¹: 1262.0
Multiplicity: 2
Kohn-Sham gap (spin up / spin down), eV: 6.351 / 5.162
HOMO energy (spin up / spin down), eV: -6.078 / -6.089

```
132
C56H61N4O2PS6TeY ωB97M-V/def2-TZVPD
Y 0.10806 -0.16373 0.16751
C 3.91833 -2.35284 -3.07180
N 3.09276 -1.21393 -3.38774
C 3.46618 -0.07916 -4.07591
C 2.40112 0.73211 -4.13465
N 1.36138 0.09693 -3.46323
C 1.81679 -1.09879 -2.95608
S 0.98218 -2.24504 -2.06288
C 0.01385 0.48455 -3.48712
C -0.45828 1.20687 -4.58211
C -1.82041 1.38045 -4.71543
C -2.66022 0.81061 -3.77344
C -2.09234 0.18925 -2.67903
N -0.77464 0.05024 -2.50644
H 4.95638 -2.11485 -3.28848
H 3.60453 -3.22177 -3.65247
H 3.79405 -2.57829 -2.01473
H 4.47086 0.07390 -4.42558
H 2.29739 1.71446 -4.55544
H 0.23085 1.58142 -5.32467
H -2.21740 1.92864 -5.55888
H -3.73288 0.87204 -3.87838
H -2.70099 -0.22882 -1.88571
S 2.54329 0.69988 -0.72885
S 0.39242 1.91778 2.10219
S 2.26288 2.67028 1.79224
S 3.35196 1.06674 1.10650
C -4.51838 4.02679 -3.43699
C -4.87916 3.10056 -2.46774
C -3.93768 2.64379 -1.56141
C -2.62075 3.11085 -1.58821
C -2.27180 4.03536 -2.56802
C -3.21197 4.48598 -3.48620
P -1.43236 2.43300 -0.31774
C -2.54621 2.70205 1.11726
C -2.76564 1.64878 2.00142
C -3.66114 1.78511 3.05199
C -4.34800 2.97556 3.22758
C -4.13965 4.03061 2.34928
C -3.25050 3.89291 1.29557
C -0.22301 3.80744 -0.32440
C 0.72833 3.79126 -1.34222
C 1.65715 4.81462 -1.45809
C 1.66750 5.84563 -0.53428
C 0.75545 5.83905 0.51230
C -0.19271 4.83375 0.61339
H -5.25412 4.39084 -4.14296
H -5.89922 2.73964 -2.41537
H -4.22661 1.91811 -0.80871
H -1.26417 4.42327 -2.61392
H -2.92393 5.21060 -4.23822
H -2.23120 0.71396 1.87967
H -3.81542 0.95797 3.73399
H -5.05095 3.08284 4.04392
H -4.67365 4.96268 2.48520
H -3.11754 4.70342 0.58978
H 0.74064 2.96436 -2.04393
H 2.38004 4.80543 -2.26448
H 2.38812 6.64892 -0.61834
H 0.78658 6.61882 1.26298
H -0.88600 4.82961 1.44204
C 8.66677 -6.30561 2.54792
C 7.45749 -5.46405 2.24503
C 7.35636 -4.74897 1.06180
C 6.25248 -3.94950 0.78165
C 6.24490 -3.19903 -0.52719
C 5.18637 -3.88521 1.68651
Te 3.34915 -2.66412 1.11723
N 1.42777 -1.58867 1.36701
C 0.75673 -1.31413 2.44654
O -0.46039 -0.91212 2.30613
C 1.28172 -1.33470 3.84775
C 2.60595 -1.06075 4.16711
C 3.00323 -1.01779 5.49602
C 2.08466 -1.23660 6.51037
C 0.75938 -1.50550 6.19501
C 0.35809 -1.54443 4.87159
C 2.20501 -4.45502 1.36525
C 1.41048 -4.61693 2.49280
C 0.64169 -5.75733 2.67069
C 0.66282 -6.75163 1.70577
C 1.44991 -6.59271 0.57594
C 2.22846 -5.45375 0.38536
C 3.05429 -5.29715 -0.86164
C 5.30213 -4.56061 2.90988
C 4.25673 -4.47380 3.99014
C 6.42263 -5.34600 3.16128
H 9.32623 -6.36998 1.68353
H 8.37719 -7.31518 2.84246
H 9.23403 -5.87482 3.37535
H 8.16057 -4.80740 0.33520
H 7.26332 -3.02077 -0.87224
H 5.74243 -2.23905 -0.42214
H 5.73100 -3.78123 -1.29619
H 3.32081 -0.84468 3.38551
H 4.03720 -0.80764 5.73841
H 2.39218 -1.17590 7.54652
H 0.03704 -1.68158 6.98226
H -0.67260 -1.73120 4.60046
H 1.38160 -3.85068 3.25091
H 0.03768 -5.86357 3.56346
H 0.07275 -7.65058 1.83486
H 1.46663 -7.37386 -0.17563
H 2.98312 -6.17988 -1.49647
H 4.10206 -5.13465 -0.59967
H 2.70023 -4.43172 -1.42854
H 3.68192 -3.55458 3.89855
H 4.71778 -4.50261 4.97760
H 3.56105 -5.31198 3.91916
H 6.48861 -5.87708 4.10606
C -6.07949 -3.31370 2.61564
C -4.57297 -3.10559 2.48783
C -4.15105 -2.61991 1.10495
S -2.35433 -2.24736 1.21370
O -2.02061 -1.42321 -0.01577
C -1.67456 -3.90941 0.86250
C -1.55389 -4.28272 -0.60676
C -2.84877 -4.72421 -1.28559
H -6.32635 -3.65926 3.61918
H -6.43315 -4.05904 1.90150
H -6.61803 -2.38301 2.43261
H -4.05942 -4.04218 2.72250
H -4.24526 -2.37220 3.22918
H -4.61988 -1.66461 0.86152
H -4.37141 -3.34922 0.33048
H -2.27689 -4.62296 1.42774
H -0.68030 -3.85917 1.30935
H -0.82369 -5.09314 -0.66733
H -1.13272 -3.43916 -1.15384
H -3.38389 -5.45963 -0.67980
H -2.62128 -5.18224 -2.24839
H -3.50826 -3.87800 -1.47686
```

Entry 2:
A cluster of 3 separate species, C56H62BN4O11P in total, computed with ωB97M-V/def2-TZVPD.

Properties
Electronic energy, a.u.: -3583.8200
Lowest unoccupied orbital energy, eV: -1.01
M, g mol⁻¹: 1008.9
SMILES string: C=CC(=O)OCCCCCC[C@]1(CCCNCc2ccccc2O)OC(=O)[C@@H]([PH2]=N)[C@@]1(B(O)N(C)C)N(C)C(C)=O.O=C1c2ccccc2C(=O)c2ccccc21.O=C1c2ccccc2C(=O)c2ccccc21
Kohn-Sham gap, eV: 6.549
HOMO energy, eV: -7.560

```
135
C56H62BN4O11P ωB97M-V/def2-TZVPD
C 5.04027 -1.38662 1.26279
C 5.23657 -0.06228 1.62589
C 4.25815 1.01084 1.07622
O 3.61725 0.84467 0.07102
O 4.12638 2.19586 1.80222
C 3.31228 1.97668 3.00116
C 1.78772 1.92768 2.57403
C 1.09118 0.51566 2.87434
C -0.03189 0.32286 1.77635
C -1.35399 -0.37957 2.32000
C -2.68899 0.36199 1.83048
C -3.40797 -0.43372 0.63389
C -3.86211 -1.87431 1.10689
C -4.34107 -2.01222 2.61218
C -3.31782 -2.82421 3.53408
N -2.78309 -2.01311 4.65261
C -3.74822 -1.86483 5.75176
C -3.56912 -0.52386 6.56862
C -4.70642 0.11425 7.26786
C -4.56737 1.36538 8.02972
C -3.28670 2.06673 8.10215
C -2.14730 1.45906 7.43121
C -2.28484 0.18070 6.69664
O -1.10645 -0.32112 6.12902
O -2.20953 -0.76977 -0.15467
C -1.76422 0.26413 -0.98828
O -0.71152 0.38824 -1.51832
C -3.06644 1.21229 -1.05858
P -3.12358 1.63763 -2.87929
N -2.15361 2.90032 -3.08599
C -4.29313 0.40661 -0.39201
B -5.17378 1.39218 0.58078
O -4.61892 2.65727 0.97417
N -6.52643 1.12458 1.05818
C -6.83834 -0.30811 1.27892
C -6.82397 1.80753 2.35297
N -4.97751 -0.16129 -1.55128
C -6.22961 0.42542 -2.00037
C -4.61900 -1.43221 -2.06600
C -5.71650 -2.59124 -2.02696
O -3.56850 -1.73648 -2.59021
H 4.98825 -2.21676 2.00663
H 4.90805 -1.63420 0.18157
H 6.11074 0.16978 2.27874
H 3.48933 2.89259 3.62872
H 3.65006 1.04441 3.52576
H 1.26838 2.75960 3.13294
H 1.75938 2.16720 1.47274
H 1.90248 -0.24385 2.69862
H 0.71196 0.53289 3.92659
H 0.36014 -0.33374 0.94663
H -0.23319 1.32185 1.30998
H -1.34030 -0.21073 3.43674
H -1.38168 -1.47611 2.12567
H -2.32753 1.37589 1.48797
H -3.37106 0.56298 2.69759
H -4.65316 -2.34263 0.45909
H -2.96376 -2.54646 0.99542
H -4.67930 -1.06390 3.09744
H -5.25834 -2.67550 2.58979
H -3.87556 -3.69884 4.00164
H -2.46695 -3.26130 2.95576
H -2.01216 -2.56583 5.04142
H -4.81267 -1.85361 5.39013
H -3.68812 -2.69366 6.52088
H -5.72321 -0.34392 7.27064
H -5.43858 1.80456 8.56795
H -3.11600 3.03084 8.63410
H -1.14715 1.96566 7.46622
H -0.59173 0.45952 5.85539
H -2.69115 2.13070 -0.54052
H -4.41684 2.07930 -3.32011
H -2.61761 0.59999 -3.70991
H -1.40878 2.65583 -3.74285
H -4.27630 2.59724 1.88216
H -6.38774 -1.01770 0.54679
H -6.62598 -0.55253 2.35302
H -7.96242 -0.42207 1.16746
H -6.86686 2.91540 2.23673
H -6.14809 1.45560 3.18044
H -7.86380 1.46972 2.64529
H -7.13259 0.26513 -1.35333
H -6.16645 1.53669 -2.19407
H -6.48432 -0.02312 -3.00664
H -5.20699 -3.56339 -1.78579
H -6.49314 -2.31338 -1.26830
H -6.16736 -2.62785 -3.05057
C 10.15714 -7.02685 4.57751
C 10.92849 -7.90092 3.81626
C 11.14194 -7.64716 2.46926
C 10.57485 -6.52385 1.87431
C 9.78174 -5.66070 2.63202
C 9.58429 -5.90973 3.98755
C 9.13001 -4.48573 2.00094
O 8.44153 -3.73096 2.66162
C 9.32604 -4.25335 0.54861
C 8.67616 -3.18928 -0.07025
C 8.86249 -2.95479 -1.42491
C 9.70688 -3.77736 -2.16587
C 10.35258 -4.84246 -1.55488
C 10.15680 -5.08943 -0.19875
C 10.82443 -6.25233 0.43657
O 11.55900 -6.97415 -0.21004
H 9.99870 -7.22150 5.63195
H 11.36514 -8.78006 4.27579
H 11.74720 -8.32733 1.88181
H 8.98034 -5.23519 4.58266
H 8.02004 -2.54297 0.50141
H 8.35111 -2.12866 -1.90549
H 9.85743 -3.58906 -3.22257
H 11.00501 -5.48286 -2.13646
C -2.82555 7.71616 -6.25001
C -2.89581 6.62277 -5.39057
C -2.27940 5.42792 -5.73249
C -1.59926 5.31791 -6.94263
C -1.54942 6.40736 -7.81552
C -2.15482 7.60938 -7.45997
C -0.87084 6.29087 -9.12989
O -0.82353 7.24019 -9.88950
C -0.25765 4.99237 -9.50617
C 0.33302 4.84881 -10.75891
C 0.92050 3.64360 -11.11528
C 0.92880 2.57878 -10.21820
C 0.33677 2.71528 -8.97121
C -0.26632 3.91859 -8.61521
C -0.92785 4.04142 -7.29162
O -0.92375 3.10951 -6.51040
H -3.30011 8.65184 -5.97689
H -3.43057 6.70383 -4.45133
H -2.33379 4.58095 -5.05506
H -2.10745 8.46130 -8.12780
H 0.33215 5.67539 -11.45960
H 1.37522 3.53258 -12.09300
H 1.39442 1.63984 -10.49495
H 0.34137 1.88249 -8.27796
```

Entry 3:
A structure of composition C56H62F3GeN5O4Rb, computed with ωB97M-V/def2-TZVPD.

Properties
Electronic energy, a.u.: -5146.4542
Lowest unoccupied orbital energy (spin up / spin down), eV: 1.76 / 0.80
M, g mol⁻¹: 1084.2
Kohn-Sham gap (spin up / spin down), eV: 6.774 / 5.814
Energy above the lowest of the compared OMol25 structures with the same formula, charge and spin, kcal per mole: 65.0
Charge: -1
HOMO energy (spin up / spin down), eV: -5.016 / -5.016

```
132
C56H62F3GeN5O4Rb ωB97M-V/def2-TZVPD
Rb 1.21987 -0.99308 -0.17250
O 2.83744 -5.55345 1.50249
C 2.54926 -4.39255 1.12277
N 1.36595 -3.93335 0.77500
C 0.36316 -4.96425 0.75165
C -0.97506 -4.56095 0.19506
C -1.77633 -5.54739 -0.39089
C -3.03390 -5.22228 -0.85978
C -3.47179 -3.91001 -0.74080
C -2.61234 -2.99983 -0.15221
N -1.40435 -3.30634 0.31576
C 3.67805 -3.39660 0.99504
C 4.97498 -3.89372 0.85689
C 6.02749 -3.01061 0.71159
C 5.75923 -1.64776 0.70470
C 4.44071 -1.25171 0.84085
N 3.42461 -2.09032 1.00108
H 0.18937 -5.34676 1.77416
H 0.73180 -5.82645 0.17718
H -1.40564 -6.55998 -0.48042
H -3.66625 -5.97452 -1.31467
H -4.44391 -3.59945 -1.09991
H -2.91279 -1.96442 -0.03610
H 5.11747 -4.96421 0.87407
H 7.04232 -3.37312 0.60229
H 6.55105 -0.91833 0.59746
H 4.18118 -0.19764 0.83387
C 1.19174 2.15832 3.80665
C 2.51216 2.34425 3.41423
C 2.50439 3.25910 2.28034
C 1.17732 3.56885 2.02937
C 0.31896 2.88472 2.96618
C -1.11220 3.24811 3.27637
C -1.96385 3.42216 2.01204
C -1.75839 2.20689 4.19524
C -1.06127 4.59729 4.01656
C 3.58907 3.84698 1.37553
C 3.05110 5.08611 0.63536
C 4.83401 4.33032 2.13180
C 4.00215 2.82649 0.30149
C 3.62770 1.74777 4.26812
C 4.76883 1.09075 3.47653
C 4.17502 2.85782 5.18682
C 3.08989 0.63501 5.18543
H 0.85528 1.53083 4.61341
H 0.81230 4.20816 1.24247
H -2.09286 2.48051 1.48311
H -1.50967 4.13878 1.32645
H -2.95073 3.79852 2.28489
H -1.70362 1.21221 3.75575
H -2.80700 2.45632 4.36667
H -1.25500 2.18499 5.16216
H -0.61736 5.36522 3.38221
H -0.45679 4.51142 4.92038
H -2.06670 4.91810 4.29829
H 2.59673 5.79005 1.33347
H 2.32392 4.82011 -0.13166
H 3.87772 5.59027 0.13277
H 4.56623 5.10768 2.84955
H 5.54336 4.75872 1.42139
H 5.34418 3.53156 2.65879
H 3.12673 2.45796 -0.23559
H 4.52483 1.97358 0.72847
H 4.67169 3.29441 -0.42324
H 5.05094 1.65237 2.59402
H 4.47115 0.09088 3.16345
H 5.65143 0.99406 4.11202
H 4.65661 3.65068 4.62154
H 4.90259 2.44324 5.88835
H 3.35873 3.30143 5.75932
H 2.55200 -0.11454 4.60454
H 2.43400 1.02363 5.96492
H 3.93357 0.14755 5.67676
O 0.61014 1.45374 1.41311
N -0.20084 1.16827 0.66891
O 0.73494 -0.50506 -4.37629
C 1.07940 -0.98169 -3.26124
O 2.07099 -0.65343 -2.58736
C 0.09783 -2.03412 -2.70433
C -1.23447 -1.31254 -2.57152
Ge -1.64928 -0.33318 -4.26617
C -3.57127 0.11915 -3.79907
C -4.64982 -0.13015 -4.64491
C -5.95504 0.14356 -4.25741
C -6.20804 0.69677 -3.01098
C -5.14836 0.97672 -2.15970
C -3.85066 0.68594 -2.55482
C -1.84696 -1.73415 -5.64738
C -1.07626 -1.80590 -6.80366
C -1.21875 -2.86387 -7.69017
C -2.12385 -3.88131 -7.42570
C -2.87750 -3.83980 -6.26063
C -2.74008 -2.77217 -5.38696
C -0.97987 1.45999 -4.78987
C -0.54860 2.36319 -3.82410
C 0.01864 3.57517 -4.18522
C 0.16977 3.90245 -5.52531
C -0.25578 3.01060 -6.49819
C -0.83321 1.80422 -6.12898
H 0.45386 -2.45174 -1.76093
H 0.01669 -2.82921 -3.44852
H -1.21618 -0.62962 -1.71653
H -2.05207 -2.01809 -2.42227
H -4.45891 -0.55676 -5.62372
H -6.77877 -0.07780 -4.92623
H -7.22428 0.91222 -2.70384
H -5.33641 1.41700 -1.18655
H -3.03179 0.90321 -1.87449
H -0.33425 -1.03941 -6.98947
H -0.61337 -2.90516 -8.58787
H -2.23413 -4.70943 -8.11494
H -3.56463 -4.64555 -6.03137
H -3.33478 -2.74662 -4.47958
H -0.62290 2.10473 -2.77232
H 0.36595 4.26138 -3.42148
H 0.63069 4.84058 -5.80920
H -0.11661 3.24610 -7.54686
H -1.15748 1.10963 -6.89525
F -4.37976 -4.48239 4.41289
C -4.59751 -3.15932 4.33867
F -5.82703 -2.98977 3.82194
F -4.65536 -2.70884 5.61337
C -3.53466 -2.44114 3.56070
C -2.21410 -2.85277 3.65782
C -1.24984 -2.11759 2.98367
N -1.53878 -1.03563 2.27056
C -2.80984 -0.67442 2.15794
C -3.85330 -1.33530 2.78824
H -1.94935 -3.72334 4.24051
H -0.20405 -2.39910 3.02277
H -3.00632 0.19566 1.54019
H -4.87631 -1.00444 2.68278
```

Q: Which of these has the highest electronic energy?
A: C56H62BN4O11P